1.
Molecular formula: C39H65F9N4O8S
Method: DFT, the ωB97M-V functional and the def2-TZVPD basis

## Properties
charge	0
frontier orbital gap	7.48	eV
structure (SMILES)	C=CCO[C@@H](CCCCCCCCC)[C@@](OCC(F)(F)c1cccc(C(F)(F)F)c1)([C@H](F)CC)S(=O)(=O)C(F)(F)F.CNC(C)=O.CNC(C)=O.CNC(C)=O.CNC(C)=O
DFT total energy	-3642.84535	a.u.
LUMO energy	-0.0211	hartree
largest force on an atom	2.21	eV Å⁻¹

Structure (XYZ):
```
126
Properties=species:S:1:pos:R:3:lowdin_charge:R:1
S 0.23 -2.83 -1.17 0.834
F -1.07 -5.17 -1.26 0.167
F -1.53 -3.81 -2.94 0.154
F -2.03 0.18 0.15 0.003
F -6.01 0.63 -2.04 0.129
F 0.38 -4.79 -2.79 0.136
F -4.43 -3.65 -0.37 0.121
F -7.99 -0.26 -1.94 0.160
F -7.56 1.65 -0.95 0.128
F -4.68 -4.10 1.78 0.084
O -10.10 -1.36 -7.43 0.030
O 6.05 1.70 -2.79 0.035
O 0.01 -2.79 2.02 -0.095
O 4.70 0.00 6.01 0.018
O 0.71 -1.94 -2.19 -0.261
O -1.99 -2.96 0.14 -0.073
O 4.02 1.76 1.71 0.017
O 1.31 -3.44 -0.45 -0.227
N 6.62 1.31 -4.92 0.005
N -9.31 0.33 -6.18 0.004
N 5.27 -2.09 6.57 0.009
N 5.01 3.32 2.98 0.019
C -6.64 -0.56 2.38 -0.056
C 1.62 3.87 0.92 -0.204
C 3.73 -1.75 4.69 -0.007
C -2.88 -2.70 1.20 -0.049
C 7.24 1.60 -6.21 -0.081
C 6.62 2.08 -3.80 -0.553
C -5.33 -2.00 1.05 -0.116
C -0.62 -4.24 -2.08 -0.651
C -8.28 -1.89 -5.96 -0.010
C 0.77 3.06 1.91 -0.183
C 0.30 1.67 1.42 -0.181
C -0.89 -1.04 5.07 0.016
C 2.19 3.15 -1.46 -0.194
C -6.67 -0.26 0.04 -0.104
C -0.24 -1.63 1.26 -0.287
C -7.09 0.14 1.29 -0.003
C 7.33 3.42 -3.87 -0.013
C -0.98 -1.99 -0.05 -0.348
C -0.88 -2.17 4.26 -0.131
C -2.36 -0.23 -3.12 -0.060
C -8.45 0.96 -5.20 -0.079
C 5.79 1.00 3.12 -0.002
C 1.12 0.47 1.97 -0.170
C 2.66 0.97 -2.70 -0.096
C -1.51 -0.74 -0.77 -0.258
C 0.31 -2.50 3.37 -0.193
C -7.08 0.42 -1.24 -0.567
C 1.62 2.09 -2.44 -0.231
C 4.87 2.04 2.54 -0.518
C 4.60 -1.20 5.80 -0.544
C 5.28 -3.54 6.48 -0.073
C -2.60 -1.01 -1.81 -0.161
C -5.80 -1.33 -0.05 0.030
C -5.78 -1.61 2.30 -0.005
C 1.13 3.84 -0.55 -0.191
C -9.30 -0.97 -6.59 -0.556
C -4.34 -3.13 0.87 -0.431
C 5.95 3.83 3.96 -0.070
C 1.03 -0.74 1.02 -0.093
H -7.91 1.78 -5.68 0.084
H 5.83 -1.66 7.29 0.140
H 1.05 -0.41 -0.02 0.102
H 3.12 1.08 -3.69 0.060
H 1.38 2.90 2.81 0.105
H 6.59 3.04 4.34 0.075
H -0.72 1.54 1.79 0.099
H -3.33 -0.09 -3.60 0.070
H 4.92 -3.97 7.41 0.083
H -1.64 -0.72 -3.77 0.077
H 2.22 -0.03 -2.64 0.040
H -2.58 -3.29 2.07 0.135
H 6.83 1.25 2.89 0.089
H -0.11 3.61 2.26 0.102
H -0.71 -0.20 -1.29 0.120
H 7.23 3.91 -2.91 0.081
H -8.43 -1.95 -4.88 0.080
H -0.66 -1.13 6.14 0.055
H 2.95 2.65 -0.86 0.088
H -1.09 -0.06 4.63 0.055
H -1.71 -2.88 4.22 0.096
H 8.39 3.27 -4.09 0.082
H 3.27 -0.92 4.17 0.074
H -7.74 0.26 -4.78 0.061
H 2.71 3.94 -2.01 0.109
H 6.57 4.60 3.49 0.082
H 1.11 -1.77 3.50 0.090
H 5.65 0.94 4.20 0.058
H -3.53 -0.59 -1.40 0.096
H 7.73 2.56 -6.20 0.070
H 4.64 -3.89 5.67 0.072
H 4.36 3.97 2.55 0.131
H -2.05 0.78 -2.84 0.081
H -7.00 -0.25 3.36 0.116
H -9.07 1.37 -4.39 0.083
H 6.88 4.05 -4.63 0.083
H 0.15 3.35 -0.64 0.093
H 4.34 -2.31 3.98 0.093
H 6.13 0.44 -4.81 0.139
H -0.92 -0.98 1.83 0.142
H 0.68 -3.44 3.79 0.141
H 0.24 1.57 0.34 0.081
H -7.27 -1.53 -6.17 0.084
H -10.02 0.88 -6.63 0.138
H 0.98 4.85 -0.94 0.098
H -2.92 -1.66 1.53 0.139
H 6.47 1.59 -6.98 0.082
H 6.30 -3.89 6.30 0.084
H -7.75 1.00 1.37 0.126
H 5.40 4.28 4.78 0.084
H 2.66 3.59 1.03 0.064
H 0.71 0.26 2.97 0.090
H -2.80 -2.06 -2.00 0.102
H 2.95 -2.39 5.10 0.080
H 1.48 2.57 -3.41 0.097
H 1.56 4.92 1.25 0.101
H 0.69 1.63 -2.10 0.074
H 5.56 0.04 2.68 0.083
H 2.17 0.75 2.15 0.083
H -5.46 -1.64 -1.03 0.130
H -8.39 -2.88 -6.39 0.082
H -5.44 -2.15 3.17 0.129
H 1.88 -1.41 1.19 0.127
H 7.97 0.82 -6.44 0.082
H 3.49 0.99 -1.99 0.058
```



2.
Molecular formula: C10H32BCdN3P2S
Method: DFT, the ωB97M-V functional and the def2-TZVPD basis

## Properties
charge	+1
frontier orbital gap (alpha / beta)	5.00 / 4.96	eV
relative energy (zero: lowest compared OMol25 entry of this formula, charge and spin)	22.9	kcal per mole
DFT total energy	-1837.56022	a.u.
LUMO energy (alpha / beta)	-0.0954 / -0.0981	hartree
2S+1	2
largest force on an atom	1.95	eV Å⁻¹
expectation value of S²	0.798

Structure (XYZ):
```
50
Properties=species:S:1:pos:R:3:lowdin_spin:R:1
Cd -0.32 0.42 0.53 0.033
S -1.89 -0.18 2.38 0.007
P 0.03 2.75 -0.17 0.007
P 0.44 -2.47 -0.53 0.018
N 0.28 0.59 3.95 0.003
N -2.28 -0.09 -2.09 0.118
N -0.64 -1.29 4.53 -0.001
C 1.48 -3.00 0.83 0.009
C 1.02 0.09 5.02 0.001
C 0.43 -1.08 5.38 -0.001
C 1.76 3.32 -0.09 -0.001
C -1.48 -2.48 4.51 0.000
C -0.74 -0.27 3.63 0.006
C 0.93 -3.39 -1.99 0.003
C -0.86 3.97 0.85 0.000
C -0.48 3.14 -1.87 0.014
C -1.30 -2.78 -0.18 -0.004
B -1.24 -0.18 -3.22 0.566
H 2.32 2.97 -0.97 0.000
H 0.01 4.08 -2.20 0.001
H -2.53 -2.19 4.46 0.000
H -1.06 3.55 1.85 0.000
H -0.18 2.35 -2.56 0.011
H -1.91 -2.69 -1.08 0.000
H -2.88 -0.92 -2.04 0.010
H 0.67 -1.78 6.16 0.000
H -1.39 -3.81 0.21 0.000
H -1.57 3.29 -1.92 0.000
H 0.45 1.45 3.44 0.003
H 1.89 0.60 5.39 0.000
H 3.73 0.65 -3.23 0.001
H 0.32 -3.10 -2.85 0.001
H -0.84 -1.27 -3.45 0.075
H -1.29 -3.04 5.43 0.000
H 0.73 -1.09 -0.83 0.024
H 1.79 4.42 -0.04 -0.001
H 2.51 -2.69 0.64 0.001
H 1.15 -2.56 1.79 0.004
H 1.99 -3.19 -2.22 0.000
H -1.83 4.23 0.38 0.000
H -1.05 0.88 -3.72 0.067
H -1.24 -3.11 3.65 0.000
H 3.05 0.65 -3.50 0.003
H 1.45 -4.10 0.91 0.000
H -0.25 4.89 0.95 0.000
H -2.87 0.74 -2.21 0.006
H 2.24 2.91 0.81 0.002
H -1.81 0.02 -1.14 0.015
H 0.81 -4.47 -1.80 0.000
H -1.69 -2.11 0.60 -0.002
```



3.
Molecular formula: C49H40CrF5N8O2Sb
Method: DFT, the ωB97M-V functional and the def2-TZVPD basis

## Properties
charge	-2
frontier orbital gap (alpha / beta)	4.75 / 4.84	eV
relative energy (zero: lowest compared OMol25 entry of this formula, charge and spin)	0.1	kcal per mole
DFT total energy	-4263.98910	a.u.
LUMO energy (alpha / beta)	0.1511 / 0.1338	hartree
2S+1	5
largest force on an atom	0.62	eV Å⁻¹
expectation value of S²	6.185

Structure (XYZ):
```
106
Properties=species:S:1:pos:R:3:lowdin_spin:R:1
Sb 1.69 -2.35 1.46 0.000
Cr -1.20 1.20 -0.33 3.031
F 2.94 3.43 -4.15 0.000
F 3.51 1.36 -5.85 0.001
F 2.90 -1.19 -5.07 0.001
F 1.73 -1.68 -2.71 0.002
F 1.81 2.98 -1.76 0.002
O 1.05 0.41 -1.03 0.023
O 0.22 0.53 1.71 0.002
N -2.52 -1.43 1.43 0.055
N -2.76 3.37 1.81 0.068
N -2.50 1.01 1.26 -0.005
N -1.19 3.81 -2.64 0.048
N -1.15 1.39 -2.44 0.001
N -1.82 3.15 -0.41 0.070
N -1.70 -0.75 -0.73 0.071
N -0.98 -0.96 -3.02 0.043
C -1.74 5.39 -0.89 -0.016
C -2.20 5.27 0.41 -0.010
C 2.03 -0.40 -3.03 0.003
C 2.93 1.13 -4.65 0.003
C -0.47 0.26 -5.85 0.016
C -0.16 -3.24 3.75 0.000
C 4.46 -1.91 2.96 0.000
C 2.63 -0.16 -4.25 0.002
C -0.99 0.36 -3.30 0.139
C -1.53 4.03 -1.40 0.011
C -1.27 -1.42 -1.84 0.046
C 0.98 -3.82 2.92 0.000
C -4.70 1.27 5.29 0.023
C -0.24 1.07 -6.95 0.024
C -2.81 -0.16 1.86 0.079
C 1.08 2.74 1.41 -0.031
C 0.18 1.57 1.10 -0.115
C -0.58 3.09 -5.63 0.010
C -0.82 -3.95 -2.27 0.005
C -0.75 0.87 -4.63 0.052
C -1.33 -5.35 -0.36 0.004
C -0.80 2.27 -4.52 0.056
C 2.35 -4.79 -0.24 0.000
C -0.30 2.47 -6.84 0.030
C -4.18 2.10 4.32 0.005
C 1.67 0.63 -2.12 0.004
C 3.97 -2.88 -0.47 0.000
C -2.92 2.04 2.05 0.056
C -0.87 -5.20 -1.67 -0.002
C -1.07 2.56 -3.13 0.114
C -1.58 6.64 -1.49 0.002
C -1.24 -2.86 -1.53 -0.003
C 3.14 -1.22 2.63 0.000
C 2.49 -0.66 3.88 -0.001
C 3.11 -3.69 0.50 0.000
C -1.76 -4.25 0.38 -0.001
C -2.27 3.84 0.70 -0.029
C 2.00 -4.53 3.79 0.000
C -2.51 6.39 1.17 -0.006
C -3.56 1.51 3.20 0.044
C -2.33 7.64 0.59 -0.001
C -3.49 0.10 3.08 0.040
C 2.04 1.93 -2.57 0.002
C -1.70 -3.01 -0.23 0.001
C -4.03 -0.73 4.08 0.009
C 2.64 2.17 -3.79 0.002
C -2.01 -1.65 0.26 0.012
C -4.63 -0.14 5.17 0.018
C -1.87 7.76 -0.73 -0.010
H 3.35 -0.38 1.95 0.000
H -0.91 -2.73 3.13 0.000
H -1.22 6.71 -2.51 0.000
H 1.77 -5.41 0.44 0.000
H -5.05 -0.75 5.96 0.001
H 2.32 -1.44 4.63 0.000
H 4.56 -2.11 0.03 0.000
H -1.75 8.74 -1.16 -0.001
H 0.20 -2.50 4.47 0.000
H 5.00 -2.24 2.06 0.000
H 1.80 2.46 2.18 -0.004
H 1.66 -4.36 -0.97 0.000
H 0.53 -4.56 2.24 0.000
H -3.97 -1.80 3.98 0.000
H 1.53 -0.19 3.66 -0.001
H 4.68 -3.53 -1.01 0.000
H -2.11 -4.35 1.40 0.000
H -0.10 3.08 -7.72 0.002
H -1.34 -6.33 0.09 0.000
H 3.13 0.10 4.35 0.000
H -4.23 3.18 4.41 0.000
H -2.87 6.28 2.19 0.000
H -0.67 -4.02 4.32 0.000
H 0.00 0.62 -7.90 0.001
H 1.54 -5.36 4.35 0.000
H 2.43 -3.85 4.53 0.000
H -0.45 -3.81 -3.28 0.000
H 2.83 -4.95 3.21 0.000
H -0.61 4.17 -5.53 0.000
H 3.04 -5.44 -0.78 0.000
H 3.75 -4.13 1.26 0.000
H 0.46 3.57 1.76 0.000
H 1.58 3.06 0.50 0.000
H 4.31 -2.79 3.59 0.000
H 3.35 -2.38 -1.22 0.000
H -0.53 -6.07 -2.21 0.000
H 5.12 -1.23 3.51 0.000
H -0.41 -0.82 -5.92 0.001
H -2.56 8.53 1.16 0.000
H -5.18 1.71 6.16 0.001
```